# 1
C37H44AlClO2S2Sb | ωB97M-V/def2-TZVPD

Each line ends with the Mulliken charge.
CARTESIAN COORDINATES (ANGSTROEM)
Al 0.556 -0.084 -0.025  -0.195
O 2.311 -0.758 0.255  0.005
S 3.780 -1.118 0.228  -0.131
C 4.062 -1.660 -1.478  -1.005
C 3.740 -0.610 -2.545  0.329
C 2.899 -1.157 -3.702  -1.363
C 1.459 -1.502 -3.346  -0.812
S 0.332 -0.143 -2.944  0.498
O 0.973 0.551 -1.724  0.189
C 0.654 0.997 -4.263  0.498
C 1.572 2.026 -4.125  -0.137
C 1.777 2.882 -5.196  -0.798
C 1.076 2.698 -6.381  -0.515
C 0.153 1.668 -6.501  -0.811
C -0.071 0.813 -5.433  -0.568
C 4.669 0.427 0.224  0.907
C 6.052 0.361 0.346  -0.863
C 6.782 1.538 0.345  -0.612
C 6.129 2.760 0.246  -0.480
C 4.746 2.811 0.150  -1.021
C 4.004 1.639 0.136  -0.053
H 3.435 -2.553 -1.552  0.522
H 5.099 -1.997 -1.515  0.579
H 4.674 -0.214 -2.943  0.606
H 3.219 0.230 -2.090  -0.402
H 3.359 -2.067 -4.098  0.473
H 2.903 -0.438 -4.523  0.435
H 1.358 -2.161 -2.478  0.363
H 0.957 -2.002 -4.180  0.697
H 2.096 2.164 -3.187  0.463
H 2.483 3.697 -5.104  0.449
H 1.241 3.371 -7.212  0.410
H -0.404 1.540 -7.419  0.437
H -0.814 0.026 -5.503  0.432
H 6.553 -0.595 0.454  0.449
H 7.859 1.503 0.439  0.424
H 6.702 3.677 0.260  0.411
H 4.240 3.766 0.093  0.483
H 2.924 1.668 0.079  0.346
C -0.366 -1.754 -0.283  0.307
C -0.954 -2.817 -0.291  0.384
C -1.749 -4.007 -0.263  -0.008
C -2.417 -4.349 0.916  -0.054
C -3.214 -5.481 0.954  -0.694
C -3.351 -6.278 -0.174  -0.407
C -2.687 -5.943 -1.346  -0.648
C -1.888 -4.813 -1.394  -0.460
H -2.307 -3.724 1.793  0.420
H -3.730 -5.739 1.871  0.429
H -3.976 -7.162 -0.139  0.397
H -2.792 -6.565 -2.226  0.400
H -1.370 -4.546 -2.306  0.452
Cl -2.911 -2.794 4.814  -0.210
C -1.960 -1.640 3.928  0.303
C -2.577 -0.549 3.340  -0.923
C -1.813 0.353 2.616  0.273
C -0.438 0.183 2.455  -0.369
C 0.360 1.079 1.552  -0.930
C 0.157 -0.911 3.089  -0.222
C -0.590 -1.818 3.821  -0.878
H -3.643 -0.405 3.457  0.445
H -2.296 1.222 2.184  0.600
H 1.336 1.309 1.986  0.679
H -0.162 2.016 1.359  0.612
H 1.228 -1.060 3.002  0.376
H -0.117 -2.662 4.306  0.473
C -2.848 3.812 -0.938  -1.307
C -3.479 2.577 -0.302  -0.659
Sb -2.468 0.782 -0.935  -0.298
C -3.060 0.853 -3.009  -0.594
C -4.530 1.165 -3.257  -1.256
C -3.839 -0.739 -0.276  -0.092
C -5.132 -0.233 0.349  -1.349
H -3.343 4.728 -0.612  0.403
H -2.914 3.777 -2.029  0.286
H -1.790 3.898 -0.678  0.259
H -4.537 2.502 -0.559  0.437
H -3.425 2.633 0.786  0.505
H -2.803 -0.132 -3.411  0.463
H -2.410 1.576 -3.509  0.373
H -5.174 0.418 -2.789  0.251
H -4.764 1.177 -4.323  0.441
H -4.807 2.139 -2.851  0.265
H -3.276 -1.352 0.428  -0.089
H -4.040 -1.371 -1.145  0.593
H -4.938 0.387 1.227  0.263
H -5.761 -1.067 0.670  0.398
H -5.716 0.370 -0.348  0.320

## Properties
HOMO level, eV: -10.064
LUMO, Ha: -0.084
Net charge: +1
Kohn-Sham gap, Ha: 0.286
Relative energy (zero: lowest compared OMol25 entry of this formula, charge and spin), kJ/mol: 37.5



# 2
C24H31N2O3PSTl | ωB97M-V/def2-TZVPD

Each line ends with the Mulliken charge.
CARTESIAN COORDINATES (ANGSTROEM)
Tl 9.781 5.175 15.574  0.702
C 6.395 4.781 12.356  -1.347
C 7.089 5.398 13.598  1.303
O 7.681 4.552 14.291  -0.849
C 6.898 6.776 13.790  -1.405
C 7.395 7.571 14.866  1.070
C 6.651 8.842 15.140  -1.349
N 8.406 7.289 15.634  0.013
N 8.541 8.172 16.727  -0.533
C 9.606 7.876 17.426  0.401
O 10.446 6.940 17.162  -0.797
C 9.942 8.714 18.611  0.503
C 9.422 10.003 18.692  -0.510
C 9.808 10.838 19.740  -0.508
C 10.659 10.393 20.711  -0.394
C 11.215 9.114 20.594  -0.478
C 10.878 8.290 19.558  -0.440
H 7.148 4.466 11.656  0.237
H 5.769 5.494 11.832  0.263
H 5.816 3.928 12.687  0.450
H 6.178 7.297 13.138  0.064
H 6.044 9.191 14.337  0.425
H 7.347 9.646 15.334  0.318
H 6.059 8.792 16.072  0.303
H 8.766 10.332 17.880  0.381
H 9.429 11.852 19.738  0.375
H 10.974 11.065 21.535  0.317
H 11.952 8.748 21.297  0.379
H 11.310 7.320 19.381  0.378
C 10.877 8.408 12.730  -0.674
P 10.705 6.591 12.421  0.750
C 12.437 6.218 11.912  -1.283
C 9.831 6.803 10.828  -0.026
C 8.500 7.241 10.942  -0.175
C 7.739 7.535 9.824  -0.646
C 8.240 7.313 8.568  -0.433
C 9.543 6.857 8.431  -0.541
C 10.337 6.632 9.554  -0.325
H 11.520 8.840 11.921  0.453
H 11.368 8.622 13.671  -0.264
H 9.892 8.934 12.625  0.419
H 12.839 6.924 11.192  0.372
H 12.455 5.172 11.579  0.410
H 13.042 6.266 12.798  0.269
H 8.023 7.419 11.907  0.145
H 6.714 7.949 9.957  0.334
H 7.599 7.554 7.707  0.318
H 9.951 6.707 7.442  0.379
H 11.375 6.293 9.381  0.258
O 14.206 6.538 16.438  -0.821
S 13.212 7.351 15.693  0.740
C 14.202 8.401 14.519  -0.677
C 15.069 9.208 15.454  -0.867
C 14.083 9.780 16.565  -0.668
C 12.829 8.896 16.602  -0.006
H 13.529 9.013 13.939  0.305
H 14.781 7.763 13.877  0.529
H 15.562 10.060 14.950  0.386
H 15.851 8.607 15.885  0.318
H 13.853 10.836 16.377  0.330
H 14.550 9.659 17.556  0.291
H 11.948 9.301 16.100  0.299
H 12.527 8.637 17.600  -0.170

## Properties
HOMO level, eV: -3.587
LUMO, Ha: 0.094
Net charge: -1
Kohn-Sham gap, Ha: 0.226
Relative energy (zero: lowest compared OMol25 entry of this formula, charge and spin), kJ/mol: 9.9



# 3
C4H9N | ωB97M-V/def2-TZVPD

Each line ends with the Mulliken charge.
CARTESIAN COORDINATES (ANGSTROEM)
C -1.806 0.028 0.080  -0.732
C -0.567 0.315 -0.329  0.430
N 0.079 -0.084 -1.667  -0.572
C 0.456 0.618 0.752  -0.514
C 1.405 -0.575 1.045  -1.100
H -2.125 0.673 0.919  0.286
H -2.463 -0.866 -0.277  0.197
H 1.105 -0.103 -1.737  0.267
H -0.296 -0.964 -2.024  0.223
H 0.009 0.810 1.703  0.290
H 1.248 1.361 0.593  0.285
H 1.031 -1.518 1.465  0.325
H 1.806 -0.948 0.112  0.299
H 2.204 -0.177 1.630  0.316

## Properties
HOMO level, eV: -8.438
Structure (SMILES): C=C(N)CC
LUMO, Ha: 0.039
Kohn-Sham gap, Ha: 0.349
Relative energy (zero: lowest compared OMol25 entry of this formula, charge and spin), kJ/mol: 160.8



# 4
C21H36Cl2N2O4 | ωB97M-V/def2-TZVPD

Each line ends with the Mulliken charge.
CARTESIAN COORDINATES (ANGSTROEM)
C -1.102 -1.964 4.544  -0.874
C -1.555 -0.952 3.291  0.521
O -1.014 0.295 3.381  -0.616
N -2.517 -1.381 2.224  -0.108
C -2.205 -0.925 0.846  -0.157
C -1.757 -2.017 -0.262  0.142
C -1.593 -3.562 0.203  -0.960
C -0.273 -3.919 1.100  0.128
C 1.167 -3.739 0.343  0.738
C 2.474 -3.213 1.245  -0.711
C 3.501 -3.009 -0.062  0.278
C 3.168 -1.507 -0.518  0.010
Cl 3.694 -0.162 0.711  -0.174
C 2.518 -0.984 -1.738  0.265
C 2.245 0.652 -1.944  -1.119
Cl 1.997 -2.146 -3.062  -0.161
C 3.151 -4.372 -0.842  -0.011
O 3.908 -4.970 -1.767  -0.569
N 1.815 -4.955 -0.335  -0.422
H -0.421 -2.847 4.195  0.242
H -0.510 -1.331 5.364  0.264
H -2.105 -2.286 5.056  0.304
H -2.884 -2.343 2.323  0.297
H -1.379 -0.062 0.831  0.315
H -3.184 -0.385 0.424  -0.282
H -0.743 -1.648 -0.761  -0.104
H -2.553 -1.993 -1.152  0.346
H -1.509 -4.220 -0.790  0.344
H -2.615 -3.912 0.704  0.328
H -0.257 -3.254 2.062  -0.530
H -0.363 -5.050 1.464  0.342
H 0.877 -3.095 -0.605  -0.493
H 2.731 -4.163 1.901  0.313
H 2.070 -2.248 1.772  0.340
H 4.604 -3.063 0.395  0.398
H 1.371 0.763 -2.749  0.341
H 1.820 1.160 -0.960  0.337
H 3.211 1.182 -2.359  0.334
H 2.147 -5.717 0.297  0.339
C -6.268 2.368 -1.259  -0.531
C -5.515 2.666 0.012  -0.501
C -5.894 1.492 0.888  -0.376
O -6.121 0.377 0.014  -0.417
C -6.175 0.860 -1.336  -0.373
H -5.857 2.867 -2.140  0.326
H -7.316 2.673 -1.149  0.260
H -4.436 2.653 -0.184  0.236
H -5.770 3.631 0.459  0.341
H -6.825 1.685 1.431  0.320
H -5.113 1.239 1.611  0.223
H -5.254 0.545 -1.840  0.220
H -7.027 0.413 -1.854  0.285
C 5.379 5.507 -1.110  -0.523
C 4.009 5.106 -0.626  -0.517
C 3.341 4.651 -1.906  -0.249
O 4.374 4.126 -2.751  -0.395
C 5.646 4.480 -2.189  -0.399
H 6.139 5.508 -0.325  0.330
H 5.338 6.510 -1.551  0.256
H 4.094 4.264 0.070  0.224
H 3.467 5.911 -0.125  0.345
H 2.875 5.492 -2.431  0.276
H 2.582 3.884 -1.732  0.148
H 6.091 3.571 -1.770  0.248
H 6.304 4.860 -2.976  0.269

## Properties
HOMO level, eV: -9.260
Structure (SMILES): CC(=O)NCCCC[C@H]1C[C@H](/C(Cl)=C(/C)Cl)C(=O)N1.C1CCOC1.C1CCOC1
LUMO, Ha: 0.010
Kohn-Sham gap, Ha: 0.350



# 5
C43H49BBrF6InN8OPS3 | ωB97M-V/def2-TZVPD

Each line ends with the Mulliken charge.
CARTESIAN COORDINATES (ANGSTROEM)
In 0.909 0.455 -3.619  1.806
C 0.930 -3.464 -2.306  -1.950
C 0.217 -2.566 -1.308  0.164
C -0.908 -2.991 -0.604  -0.290
C -1.438 -2.163 0.399  0.261
N -0.934 -0.981 0.739  -0.529
N 0.125 -0.611 0.060  0.907
B 0.681 0.706 0.633  -2.040
N -0.394 1.400 1.572  0.838
N -0.807 1.178 2.756  -0.909
C -1.345 2.196 3.373  0.105
C -1.564 3.504 2.745  -0.455
C -1.068 3.704 1.460  0.236
C -1.303 4.947 0.679  -1.444
C -0.448 2.572 0.910  0.936
S 0.566 2.178 -0.477  0.364
C -1.600 2.079 4.893  1.887
C -2.727 2.990 5.441  -1.755
C -0.248 2.459 5.630  -1.640
C -1.865 0.658 5.329  -1.461
N 2.038 0.441 1.305  0.734
N 2.147 -0.839 1.715  -0.015
C 3.208 -1.265 2.298  0.145
C 4.364 -0.408 2.421  -0.552
C 4.336 0.858 1.908  0.277
C 5.410 1.817 2.122  -2.015
C 3.083 1.328 1.285  1.021
S 2.977 2.865 0.586  -0.150
C 3.274 -2.667 2.827  2.294
C 4.004 -2.639 4.151  -1.906
C 4.079 -3.512 1.833  -1.617
C 1.865 -3.168 2.982  -1.454
C 0.681 -1.244 -0.990  0.280
S 2.060 -0.352 -1.634  -0.164
C -2.495 -2.722 1.283  2.082
C -3.198 -1.580 1.969  -1.956
C -3.500 -3.524 0.481  -1.729
C -1.700 -3.747 2.189  -1.569
H 0.263 -3.924 -3.060  0.407
H 1.425 -4.230 -1.701  0.343
H 1.660 -3.041 -2.933  0.441
H -1.336 -3.970 -0.674  0.652
H -1.981 4.379 3.237  0.310
H -1.624 5.770 1.317  0.474
H -2.098 4.921 -0.088  0.219
H -0.330 5.252 0.174  0.321
H -2.525 4.030 5.281  0.398
H -2.935 2.797 6.543  0.368
H -3.674 2.779 4.929  0.432
H 0.188 3.354 5.218  0.357
H 0.560 1.714 5.437  0.298
H -0.489 2.487 6.628  0.582
H -2.913 0.368 5.200  0.341
H -1.540 0.527 6.384  0.402
H -1.325 -0.116 4.822  0.196
H 5.231 -0.723 3.042  0.269
H 5.567 2.459 1.258  0.504
H 6.375 1.342 2.379  0.415
H 5.198 2.360 3.031  0.371
H 5.036 -2.346 4.124  0.415
H 3.943 -3.680 4.549  0.431
H 3.538 -1.946 4.817  0.462
H 4.966 -2.882 1.671  0.454
H 3.543 -3.723 0.929  0.212
H 4.417 -4.423 2.264  0.471
H 1.254 -2.420 3.516  0.242
H 1.810 -4.114 3.536  0.519
H 1.412 -3.324 1.970  -0.025
H -3.681 -0.957 1.267  0.436
H -2.566 -0.897 2.528  0.136
H -3.902 -2.028 2.667  0.497
H -4.124 -2.923 -0.138  0.343
H -4.077 -4.054 1.264  0.453
H -3.194 -4.357 -0.235  0.274
H -0.895 -3.213 2.655  0.246
H -1.276 -4.523 1.682  0.455
H -2.242 -4.223 3.026  0.459
Br -2.410 7.255 -2.703  -0.114
C -1.242 5.774 -3.029  -0.405
C 0.062 5.917 -3.391  -0.239
C 0.874 4.794 -3.626  -0.607
C 0.358 3.514 -3.509  0.263
O 1.220 2.502 -3.678  -0.728
C -1.006 3.373 -3.243  0.681
C -1.663 2.153 -3.219  -0.297
N -1.149 0.942 -3.189  -0.047
C -2.087 -0.112 -3.281  -0.684
C -3.225 -0.178 -2.546  0.261
C -4.174 -1.156 -2.868  -1.257
C -3.982 -2.092 -3.824  -1.153
C -2.740 -2.114 -4.490  0.995
C -2.426 -3.002 -5.504  -0.726
C -1.141 -2.958 -6.087  -1.288
C -0.210 -1.997 -5.677  -0.260
N -0.507 -1.173 -4.682  0.012
C -1.735 -1.150 -4.133  0.739
C -1.810 4.508 -3.006  -1.055
H 0.528 6.915 -3.453  0.420
H 1.975 4.891 -3.887  0.425
H -2.767 2.247 -3.198  0.647
H -3.428 0.637 -1.862  0.734
H -5.046 -1.112 -2.219  0.480
H -4.764 -2.756 -4.131  0.547
H -3.157 -3.677 -5.855  0.588
H -1.026 -3.694 -6.824  0.499
H 0.798 -1.937 -6.073  0.560
H -2.895 4.379 -2.931  0.572
F 1.591 0.564 -5.556  -0.558
P 3.200 -0.160 -5.673  1.479
F 2.789 -0.886 -7.064  -0.359
F 3.406 0.450 -4.210  -0.394
F 3.604 1.168 -6.339  -0.360
F 2.477 -1.493 -4.929  -0.368
F 4.641 -0.730 -5.663  -0.317

## Properties
Spin multiplicity: 2
HOMO level (alpha / beta), eV: -12.792 / -12.792
LUMO (alpha / beta), Ha: -0.216 / -0.273
Net charge: +2
Kohn-Sham gap (alpha / beta), Ha: 0.254 / 0.197
Relative energy (zero: lowest compared OMol25 entry of this formula, charge and spin), kJ/mol: 239.1



# 6
C6H11FN6 | ωB97M-V/def2-TZVPD

Each line ends with the Mulliken charge.
CARTESIAN COORDINATES (ANGSTROEM)
C -3.565 -0.657 0.459  -1.273
C -2.134 -0.467 0.191  0.580
N -1.124 -1.226 -0.109  -0.992
N -0.014 -0.508 -0.510  0.637
C 1.127 -1.176 -0.443  0.547
N 1.116 -2.489 -0.301  -0.325
N 2.312 -0.465 -0.381  -0.172
C 2.201 0.834 0.075  0.408
N 3.350 1.406 0.401  -0.357
N 1.047 1.527 0.015  -0.169
C -0.094 0.899 -0.596  -0.459
C -1.750 1.039 0.236  0.153
F -2.279 1.894 -0.588  -0.270
H -4.088 0.110 0.997  0.401
H -3.745 -1.762 0.881  0.359
H -4.054 -0.758 -0.485  0.375
H 1.872 -3.029 0.073  0.256
H 0.127 -2.851 -0.197  0.341
H 3.135 -0.887 -0.784  0.324
H 4.060 0.847 0.880  0.274
H 3.561 2.367 0.568  0.250
H 0.987 2.532 0.015  0.348
H -0.252 1.240 -1.546  0.365
H -1.797 1.578 1.150  0.402

## Properties
HOMO level, eV: -17.308
Structure (SMILES): CC1=NN2C(=[NH2+])NC(=[NH2+])N[C@@H]2[C@H]1F
LUMO, Ha: -0.291
Net charge: +2
Kohn-Sham gap, Ha: 0.345
Relative energy (zero: lowest compared OMol25 entry of this formula, charge and spin), kJ/mol: 0.0



| no. | electronic energy (hartree) | M (g mol⁻¹) |
| --- | --- | --- |
| 1 | -3325.83245 | 769.086 |
| 2 | -2180.41464 | 662.947 |
| 3 | -212.48993 | 71.123 |
| 4 | -2152.30248 | 451.435 |
| 5 | -7105.12851 | 1140.617 |
| 6 | -662.96364 | 186.194 |